This record from OMol25 describes a 8-piece molecular cluster, C35H80F30NOP7 overall at a distorted geometry. The level of theory is the ωB97M-V functional and the def2-TZVPD basis.

Each line ends with the Mulliken charge.
Geometry (Å):
P: 20.173 -9.535 9.298  0.9221
P: 21.531 -18.333 5.807  1.7893
P: 20.570 -17.130 11.066  1.8470
P: 16.175 -15.486 7.789  1.3548
P: 24.937 -18.400 12.973  1.2811
P: 24.832 -13.210 4.251  1.2482
P: 26.789 -14.508 10.508  1.5805
F: 23.042 -18.921 5.664  -0.4221
F: 26.401 -13.693 9.163  -0.3366
F: 17.264 -15.470 6.560  -0.3840
F: 23.283 -13.678 4.148  -0.3318
F: 26.163 -13.295 11.351  -0.4089
F: 15.111 -14.731 6.796  -0.4052
F: 25.380 -15.312 10.526  -0.3362
F: 15.109 -15.513 8.998  -0.4212
F: 21.217 -18.489 11.674  -0.3336
F: 21.713 -16.282 11.914  -0.5437
F: 25.261 -14.729 4.492  -0.3423
F: 19.651 -17.016 12.436  -0.4635
F: 24.593 -13.006 5.861  -0.4355
F: 20.073 -17.728 5.994  -0.3704
F: 27.239 -15.327 11.861  -0.4228
F: 19.880 -15.718 10.653  -0.3640
F: 21.993 -16.914 5.115  -0.4728
F: 16.713 -14.038 8.307  -0.3652
F: 27.354 -15.684 9.541  -0.4477
F: 21.197 -18.901 4.347  -0.3579
F: 21.059 -19.707 6.496  -0.4057
F: 25.015 -13.384 2.645  -0.3840
F: 17.270 -16.254 8.662  -0.3999
F: 21.538 -17.071 9.788  -0.8842
F: 24.397 -11.666 3.998  -0.3668
F: 15.580 -16.908 7.220  -0.4074
F: 28.276 -13.878 10.529  -0.3935
F: 26.361 -12.740 4.431  -0.3974
F: 19.449 -17.928 10.298  -0.3803
F: 21.974 -17.732 7.252  -0.8902
O: 21.742 -12.915 6.897  -0.5470
N: 22.772 -14.961 6.884  1.3013
C: 27.731 -18.416 12.491  -0.1286
C: 19.299 -7.797 12.996  -0.7437
C: 24.521 -18.400 11.224  0.6749
C: 20.868 -11.111 9.837  0.7642
C: 24.582 -14.897 15.242  -0.1534
C: 24.375 -19.438 8.898  0.0164
C: 23.698 -19.485 13.728  -1.1067
C: 18.303 -11.053 7.756  0.2878
C: 26.571 -19.115 13.181  -1.4856
C: 22.417 -9.760 4.466  -1.2865
C: 21.615 -14.050 7.159  0.0920
C: 21.263 -8.771 8.065  -1.4858
C: 30.279 -18.639 12.211  -1.4112
C: 22.789 -23.247 13.837  -1.3707
C: 22.309 -10.954 10.331  -0.9044
C: 22.735 -21.758 14.185  -0.2993
C: 29.035 -19.044 12.986  -0.5749
C: 21.418 -9.646 6.822  0.4626
C: 20.347 -14.685 7.622  -0.4215
C: 24.404 -19.692 10.409  -0.7126
C: 18.554 -9.734 8.505  -1.0500
C: 17.097 -10.966 6.843  -0.9366
C: 19.200 -8.802 11.850  -0.2852
C: 23.033 -12.279 10.501  0.0387
C: 20.644 -7.872 13.745  -1.1557
C: 20.146 -8.449 10.724  -0.9442
C: 23.768 -20.975 13.399  -0.3026
C: 23.500 -15.220 8.165  -0.7189
C: 25.753 -19.509 8.232  -1.5830
C: 22.417 -13.241 11.524  -0.4046
C: 15.783 -10.636 7.577  -1.3625
C: 24.925 -16.351 14.986  -0.7115
C: 22.350 -9.032 5.803  -0.6465
C: 24.913 -14.352 16.632  -1.5332
C: 24.713 -16.722 13.529  0.1441
H: 22.438 -10.299 11.206  0.3723
H: 26.512 -20.160 12.870  0.7387
H: 23.364 -8.933 6.214  0.3770
H: 22.753 -15.361 8.938  -0.2429
H: 23.158 -12.701 9.500  -0.4146
H: 20.838 -8.865 14.148  0.3014
H: 20.928 -11.715 8.924  -1.2994
H: 22.844 -21.693 15.272  0.3370
H: 31.192 -18.986 12.704  0.4099
H: 17.177 -10.168 6.092  0.4182
H: 17.808 -9.703 9.308  0.5560
H: 23.590 -19.367 14.808  0.6207
H: 24.133 -14.367 8.397  0.1733
H: 20.061 -7.401 10.428  0.6975
H: 21.331 -13.184 11.471  0.2650
H: 20.614 -7.136 14.549  0.4020
H: 22.467 -15.827 6.371  0.2088
H: 18.166 -8.930 11.532  0.3550
H: 26.711 -19.124 14.271  0.5338
H: 19.568 -14.131 7.096  0.2978
H: 24.496 -14.972 17.429  0.3335
H: 23.432 -20.141 10.643  0.2973
H: 22.778 -13.081 12.543  0.2035
H: 23.500 -14.773 15.100  0.2849
H: 24.799 -21.327 13.559  0.2479
H: 21.765 -21.346 13.896  0.3734
H: 24.480 -13.356 16.731  0.4200
H: 22.776 -19.069 13.289  0.3546
H: 22.658 -10.815 4.620  0.2140
H: 24.159 -16.058 7.969  0.6219
H: 20.444 -9.797 6.352  0.1718
H: 29.152 -18.814 14.053  0.3673
H: 26.311 -18.569 8.316  0.2750
H: 25.368 -16.093 12.916  -0.2409
H: 23.706 -16.398 13.230  0.2764
H: 18.129 -11.876 8.458  0.5127
H: 18.370 -8.880 7.846  0.4839
H: 20.271 -14.352 8.667  -0.0258
H: 23.782 -18.563 8.627  -0.4524
H: 24.351 -17.002 15.657  0.3161
H: 20.268 -11.582 10.615  1.0242
H: 24.053 -12.121 10.859  0.5281
H: 21.154 -8.536 11.146  0.2417
H: 25.970 -16.485 15.301  0.3733
H: 15.609 -11.214 8.485  0.3062
H: 15.765 -9.576 7.872  0.3638
H: 25.594 -19.625 7.153  0.4431
H: 23.632 -17.804 11.027  -0.6698
H: 16.957 -11.926 6.347  0.4718
H: 21.826 -10.608 7.136  -0.0910
H: 23.070 -9.324 3.719  0.3963
H: 23.648 -21.212 12.343  -0.0958
H: 22.902 -23.364 12.747  0.3323
H: 19.471 -9.733 12.356  0.1738
H: 20.822 -7.784 7.905  0.7071
H: 22.072 -7.988 5.581  0.3667
H: 26.386 -20.347 8.526  0.3668
H: 21.411 -9.774 4.022  0.3725
H: 25.310 -17.843 10.688  0.2881
H: 23.813 -20.244 8.412  0.5052
H: 27.750 -18.489 11.403  0.3051
H: 23.413 -14.425 6.253  -0.0681
H: 23.651 -23.744 14.285  0.2979
H: 22.907 -10.395 9.592  0.1988
H: 19.194 -11.344 7.191  -0.4636
H: 25.992 -14.232 16.757  0.3458
H: 30.353 -17.575 11.981  0.3325
H: 14.934 -10.798 6.915  0.4016
H: 20.189 -15.754 7.559  0.2287
H: 18.525 -7.952 13.755  0.3729
H: 19.147 -6.743 12.729  0.3621
H: 27.713 -17.369 12.787  0.2611
H: 21.478 -7.607 13.090  0.2980
H: 30.338 -19.150 11.241  0.3421
H: 22.748 -14.258 11.315  -0.3219
H: 22.247 -8.687 8.536  0.4565
H: 25.046 -14.234 14.506  0.2800
H: 21.876 -23.820 14.008  0.4009
H: 25.164 -20.443 10.648  0.4571
H: 29.017 -20.141 12.925  0.3016

- lowest unoccupied orbital energy (eV) = 2.7
- multiplicity = 1
- total charge = -2